Run a
157
Properties=species:S:1:pos:R:3 method="wB97M-V/def2-TZVPD" spin_multiplicity=1 e_homo_ev=-8.89 lumo_energy_ev=-0.11 gap_ev=8.78
O 2.55 10.31 -0.28
O -1.10 -3.74 6.15
O -0.88 -7.08 -3.25
O 2.23 -3.23 2.63
O 2.83 5.58 0.27
O -3.84 0.63 0.44
O -5.30 -1.16 -4.04
O 0.30 2.98 0.14
O 5.96 -0.12 0.76
O -2.58 4.17 -4.22
O 2.72 -1.95 -3.15
O 1.44 0.18 3.88
O -2.18 3.46 4.05
O -3.43 -3.73 -0.26
N -0.22 -2.73 4.30
N 4.66 4.92 1.47
N 0.86 -3.37 0.83
N -5.46 0.21 1.97
N 0.36 -0.48 1.34
N 3.22 3.38 0.57
N -0.03 -4.71 -1.77
N 0.06 3.21 4.15
N -7.05 -4.59 -0.38
N 2.47 -4.94 1.11
N -3.59 1.34 2.60
N -4.74 2.97 -1.51
N 3.44 -3.41 -1.62
N -3.52 -0.08 -3.18
N 1.42 8.30 -0.27
N -0.93 5.26 4.56
N 3.35 -0.54 2.89
N 0.50 -4.80 4.97
N -5.36 -0.41 -1.88
N 3.22 8.56 1.04
N 3.40 -4.01 -3.87
N 3.32 1.51 3.88
N 6.40 2.55 2.24
C -1.25 -4.83 -2.59
C -1.70 -3.43 -3.05
C -1.03 -5.77 -3.76
C 1.87 -3.82 1.59
C -1.08 3.94 4.29
C 0.65 0.59 0.41
C -0.40 4.16 0.49
C -5.60 -4.84 -0.35
C 2.61 0.38 3.54
C 0.17 1.90 1.03
C -4.82 -3.58 0.01
C -4.78 -0.58 -3.08
C -0.03 0.30 -0.93
C 5.04 -0.81 -0.08
C 3.59 4.68 0.69
C -4.14 3.92 -2.47
C -5.18 -5.36 -1.73
C -2.77 -2.50 -0.16
C 6.13 1.18 0.17
C -4.23 0.66 1.62
C -3.04 3.18 -3.28
C 2.44 9.14 0.08
C 7.07 1.99 1.04
C -1.30 3.90 -4.76
C -3.47 5.06 -1.72
C -0.92 -8.03 -4.30
C -0.27 -3.73 5.23
C 3.05 -3.10 -2.90
C 8.39 1.34 1.42
H -0.83 -1.96 4.45
H 0.97 3.52 4.45
H 0.62 -4.16 -2.34
H -4.86 4.30 -3.19
H 0.61 -3.81 -0.04
H -5.71 -6.27 -2.00
H -6.28 -0.72 -1.63
H -7.49 -5.36 0.12
H -2.87 -2.13 0.87
H -4.81 0.03 -1.15
H -0.09 2.26 3.87
H 0.60 -2.60 3.72
H 7.02 3.07 2.85
H -3.19 5.84 -2.42
H 2.94 2.29 4.36
H 0.68 -0.32 2.32
H 3.48 -3.85 -4.85
H -2.89 2.05 2.41
H -1.28 4.41 -5.73
H -4.17 5.46 -0.97
H 2.04 -5.46 0.38
H -5.13 -2.67 -0.52
H 6.15 1.74 2.81
H 5.17 1.66 0.01
H 6.62 1.13 -0.81
H -0.05 -7.81 -4.93
H 5.22 4.14 1.82
H 0.17 1.12 -1.63
H -1.86 -3.51 -4.13
H -1.82 -7.92 -4.91
H -5.32 -5.62 0.37
H 0.46 -2.44 0.98
H 1.64 7.33 -0.10
H 4.92 -1.84 0.30
H -0.47 4.29 -4.16
H -3.52 2.44 -3.92
H 3.09 -5.33 1.81
H 0.66 -5.52 5.64
H 4.03 -0.40 -0.02
H 7.23 2.90 0.44
H 3.46 -2.59 -1.04
H 4.31 1.43 4.00
H -0.11 4.88 -0.27
H -7.24 -3.74 0.13
H 5.27 -1.07 -1.12
H 1.69 0.72 0.10
H 2.96 7.58 1.11
H -1.69 -2.61 -0.29
H 3.85 2.74 1.03
H -0.06 5.74 4.69
H -3.01 -0.28 -4.02
H 4.14 8.88 1.29
H -1.48 4.01 0.44
H -0.64 -0.38 1.56
H -0.98 -2.63 -2.85
H -1.94 -5.23 -1.85
H 4.97 5.84 1.69
H -1.13 0.31 -0.92
H -1.12 2.83 -4.90
H -3.16 0.58 -2.51
H 2.25 3.21 0.35
H 0.83 8.66 -0.99
H 3.53 -4.96 -3.55
H -3.94 1.39 3.53
H -4.11 -5.52 -1.85
H 0.28 -0.64 -1.40
H -5.97 -0.36 1.31
H -5.17 2.26 -2.09
H -2.22 2.79 -2.66
H 8.94 1.97 2.13
H -2.61 -3.04 -2.60
H 9.10 1.21 0.60
H 3.70 -4.32 -1.30
H -2.60 4.78 -1.12
H 0.41 -5.63 -1.68
H 4.32 -0.44 2.63
H -0.81 -9.07 -3.99
H -5.84 0.25 2.90
H -0.10 -5.47 -4.27
H -0.12 4.56 1.47
H 8.23 0.32 1.77
H 2.95 -1.46 2.71
H -4.02 2.44 -1.01
H 0.66 2.09 1.99
H 1.16 -4.76 4.21
H -4.99 -3.33 1.06
H -0.90 1.84 1.30
H -1.81 -5.78 -4.53
H -5.55 -4.65 -2.47
H -3.05 -1.74 -0.90
H -1.82 5.72 4.62

---

Run b
157
Properties=species:S:1:pos:R:3 method="wB97M-V/def2-TZVPD" spin_multiplicity=1 e_homo_ev=-8.74 lumo_energy_ev=-0.05 gap_ev=8.70
O -0.49 -3.67 3.15
O -5.10 -1.66 -6.09
O 6.26 4.17 -2.89
O 3.41 -1.64 1.94
O 3.27 2.26 0.58
O 0.77 -0.17 -7.04
O -1.97 5.64 -2.54
O -0.61 -3.53 6.89
O -5.66 -1.01 1.41
O -1.08 -0.28 0.90
O 1.07 3.93 5.76
O 2.35 3.08 -3.12
O -2.39 -5.95 -2.51
O 1.67 -3.48 -1.31
N -3.57 -2.79 -2.95
N -3.21 3.77 -2.04
N 2.76 -4.24 -3.12
N 0.94 5.81 3.25
N -0.12 -6.28 -2.69
N 7.82 2.58 -2.68
N 1.56 2.75 1.84
N 1.19 -3.63 1.64
N -2.56 -2.80 0.49
N 2.34 -2.02 -2.83
N 1.58 0.76 -1.61
N -0.95 -4.38 -1.79
N 2.48 0.15 -5.51
N 4.49 -0.63 5.27
N -1.58 -2.26 5.25
N -2.42 4.07 -4.06
N 0.37 0.25 -4.88
N 1.51 5.14 -2.97
N 2.83 4.44 1.14
N -2.65 -2.63 7.19
N -0.45 -5.05 1.28
N 5.62 2.11 -2.21
N 3.66 4.83 -2.71
C 0.39 0.75 -0.74
C 3.91 -0.75 2.89
C -4.29 -2.41 -5.17
C 0.05 4.08 4.80
C 1.19 0.01 -5.90
C 2.49 4.28 -2.93
C -3.90 -2.63 1.11
C 2.24 -3.27 -2.39
C -4.58 -1.39 0.56
C -2.51 4.60 -2.83
C 6.59 3.03 -2.54
C -1.44 5.95 3.81
C -0.02 5.54 4.33
C 0.13 -0.48 0.10
C -6.84 -1.78 1.30
C -4.35 -1.84 -3.75
C 2.63 3.12 1.14
C -1.24 -5.54 -2.43
C -4.39 -0.80 -6.99
C -1.53 -2.83 6.47
C 2.32 -1.35 4.77
C -3.64 -0.50 -3.65
C 3.85 -1.31 0.63
C 3.78 -1.38 4.27
C -0.70 0.99 -1.72
C 1.26 2.59 6.20
C -3.87 -2.71 2.63
C 0.03 -4.09 2.12
C -0.79 0.04 2.25
H 2.02 2.12 5.57
H -3.47 -0.10 -2.65
H 2.35 5.00 1.83
H -1.70 1.01 -1.30
H 2.98 -1.92 -3.60
H 3.74 5.77 -2.37
H -3.28 -2.64 -5.50
H 0.11 6.29 5.12
H -1.36 -5.47 1.37
H 1.97 -0.32 4.71
H -7.32 -1.52 0.35
H 4.94 -1.38 0.63
H 1.38 -3.69 0.65
H 2.25 -1.29 -2.13
H 8.45 3.27 -3.06
H 1.64 6.11 -2.74
H 0.95 -0.72 0.78
H 3.14 0.11 -6.26
H 4.65 2.37 -2.18
H -4.92 -1.66 -0.45
H -2.12 -3.56 1.00
H -0.92 3.88 5.28
H -5.16 -0.63 -7.74
H -4.23 0.13 -4.31
H -4.48 -3.51 0.82
H -3.02 -3.32 2.93
H 3.47 -3.99 -3.79
H 2.37 0.88 -0.98
H 4.47 -1.01 6.21
H -1.95 -2.02 0.72
H 5.94 1.22 -1.87
H -0.13 -0.72 2.69
H -7.55 -1.59 2.10
H -3.53 -1.29 -7.45
H 3.64 0.31 2.80
H -0.59 -0.03 -4.97
H -0.26 -7.25 -2.90
H -3.34 3.98 -1.06
H -3.00 3.35 -4.44
H -4.79 -3.05 3.09
H 0.31 2.07 6.26
H -1.69 -3.96 -1.25
H 8.04 1.60 -2.60
H -3.60 -1.74 3.06
H 0.28 -5.41 0.70
H 0.15 3.39 3.96
H -0.10 -3.84 -1.67
H 1.51 1.75 1.88
H 0.46 1.65 -0.13
H 1.69 -1.82 4.01
H 1.68 -2.97 2.22
H 1.68 2.61 7.21
H 3.45 -1.98 -0.13
H -1.72 0.13 2.80
H -6.57 -2.84 1.32
H -2.83 -2.99 8.11
H 3.67 4.72 0.66
H -5.40 -1.72 -3.47
H -3.30 -2.01 6.74
H -0.97 -2.59 4.51
H -2.60 -0.57 -4.00
H -3.63 -2.60 -1.96
H 2.54 -5.20 -2.94
H -2.42 -1.84 4.89
H 4.24 -2.38 4.26
H -1.39 7.00 3.56
H 5.48 -0.74 5.07
H 4.48 4.24 -2.84
H -3.99 -3.70 -3.13
H 2.69 0.30 -4.54
H -3.90 0.09 -6.57
H -4.87 -3.34 -5.11
H -1.64 5.30 2.96
H 0.84 0.37 -4.00
H 0.60 4.91 -3.33
H 0.11 -1.32 -0.59
H 0.78 3.31 2.14
H -2.27 5.73 4.48
H 2.12 -1.80 5.74
H 0.70 -5.86 -2.29
H -0.59 1.99 -2.16
H 0.73 6.69 2.79
H 5.00 -0.70 2.74
H 1.85 5.95 3.68
H -0.24 0.98 2.23
H 3.63 -0.28 0.35
H -0.76 0.29 -2.55
H -1.78 4.55 -4.68
H -3.82 -0.63 0.41
H 1.68 1.64 -2.10
H -3.54 2.89 -2.40

---

Ranked by calculated energy, most stable first: run a, run b.